(1)
The following is a quantum chemistry calculation of C40H66AlBClF5MgN4O18P as an isolated structure at a distorted geometry, from the OMol25 dataset.

XYZ file:
```
138
Properties=species:S:1:pos:R:3:mulliken_charge:R:1
Cl -7.50 0.32 1.53 -0.058
P 3.18 1.39 0.01 0.385
Al 3.90 -2.00 -3.48 0.491
Mg 7.80 -8.13 1.39 0.592
F -5.18 -3.96 -0.33 -0.397
F -5.98 -2.45 1.31 -0.408
F -7.49 -3.94 0.24 -0.395
F -11.70 2.24 4.25 -0.686
F -6.55 -2.12 -0.97 -0.314
O 4.30 -2.02 -1.25 -0.590
O 9.36 -7.77 -1.14 -0.518
O 8.02 -10.01 -5.40 -0.680
O -1.73 1.58 3.92 -0.440
O -12.10 1.77 1.49 -0.490
O -6.98 3.91 2.38 -0.496
O 1.55 -3.15 0.92 -0.564
O -0.28 4.46 -0.77 -0.349
O -4.69 1.93 -0.97 -0.467
O 4.56 0.66 0.78 -0.215
O 7.60 -0.66 0.87 0.006
O -9.82 0.66 0.43 -0.613
O 10.30 -10.15 -5.58 -0.664
O 7.89 -2.27 1.77 -0.354
O -9.25 4.96 3.51 -0.655
O -2.81 0.91 -2.29 -0.413
O 2.02 0.36 0.87 -0.481
O 1.90 2.30 -0.79 -0.514
N -9.20 8.07 -1.17 -0.562
N 1.62 -3.82 -1.47 -0.511
N 7.78 -6.39 -0.35 0.189
N 3.21 0.47 -1.51 -0.305
C -10.86 2.32 1.75 0.325
C 0.88 5.35 -0.98 0.076
C 9.04 -0.36 0.61 -0.297
C 8.17 -7.59 -0.87 0.300
C 0.30 -1.56 -0.81 -0.593
C 3.67 -0.81 -1.35 0.764
C -9.67 1.66 1.13 0.862
C 9.21 -9.67 -5.14 0.540
C -3.18 1.66 4.12 -0.095
C -0.01 3.41 0.22 -0.774
C -8.22 3.34 2.15 0.083
C 9.36 -8.52 -4.17 -0.452
C 0.50 1.98 -0.40 1.477
C 8.39 -3.49 1.91 -0.367
C -3.94 0.21 4.26 -0.702
C 6.45 -5.98 0.04 -1.021
C -9.23 7.58 0.09 -0.458
C -7.81 5.75 -0.46 -0.010
C -4.26 1.07 -1.94 0.389
C -9.40 3.98 2.79 0.683
C 5.84 1.21 0.30 -0.082
C 1.21 5.30 -2.61 -0.832
C -8.46 7.38 -2.07 -0.214
C 1.17 -2.87 -0.33 0.323
C 0.58 0.74 0.71 1.264
C -0.27 -0.63 0.42 -0.727
C 7.01 0.60 1.34 -0.801
C -1.41 0.87 2.64 -0.002
C -10.73 3.40 2.52 -0.777
C -6.93 0.52 -1.93 -0.390
C -2.04 1.86 -1.48 0.427
C 0.18 1.07 2.28 -1.374
C -8.56 6.43 0.49 -0.111
C 3.38 2.71 1.40 -0.648
C -8.35 2.26 1.37 0.067
C -7.76 6.23 -1.77 -0.542
C -0.39 1.79 -1.75 -1.035
C -5.48 0.23 -2.70 -0.443
C 7.13 -8.64 -1.10 -0.872
C 9.56 -1.54 -0.44 -0.703
B -6.30 -3.12 0.06 0.518
H -7.15 4.68 2.97 0.456
H 9.65 -0.32 1.60 0.273
H 0.66 6.48 -0.72 0.322
H -0.17 2.60 -2.60 0.229
H 4.21 2.44 2.20 0.176
H 9.49 -1.08 -1.52 0.321
H -9.83 8.15 0.80 0.372
H 1.20 -3.43 -2.36 0.267
H 8.95 -3.90 1.06 0.068
H 5.71 -6.76 -0.13 0.413
H -5.60 0.69 -3.78 0.293
H 1.11 -4.73 -1.33 0.301
H 1.95 6.14 -2.95 0.335
H -7.15 1.69 -1.82 0.125
H 0.91 -0.99 -1.62 0.141
H 8.54 -5.74 -0.22 -0.086
H 8.39 -8.16 -3.82 0.047
H 6.47 -5.73 1.10 0.290
H -5.24 -0.93 -2.77 0.282
H -7.50 1.79 0.90 0.545
H 7.68 -4.30 2.11 0.085
H -1.55 -0.29 2.89 0.289
H 1.62 4.23 -2.92 0.107
H 4.05 2.31 -0.73 0.020
H 0.19 5.41 -3.23 0.262
H 8.80 -2.44 -0.40 0.035
H -7.84 0.11 -2.59 0.354
H 0.78 0.29 2.94 0.423
H -8.62 6.09 1.51 0.341
H 0.49 2.13 2.65 0.019
H -0.27 -1.34 1.39 0.497
H 2.40 2.94 2.00 0.216
H -3.30 -0.52 4.95 0.238
H 6.38 -8.28 -1.80 0.386
H -0.23 0.74 -2.30 -0.015
H -7.28 4.84 -0.19 0.499
H 7.60 -9.54 -1.52 0.317
H -3.90 -0.28 3.18 0.094
H 9.94 -8.85 -3.29 0.135
H -2.40 2.94 -1.78 0.369
H 7.81 1.42 1.63 0.437
H -5.07 0.27 4.58 0.322
H -0.66 -2.00 -1.36 0.384
H 10.66 -1.85 -0.16 0.243
H -2.17 1.67 -0.33 -0.427
H -3.64 2.28 3.24 0.153
H -6.98 -0.01 -0.86 -0.108
H 6.45 0.34 2.36 0.146
H -11.58 3.88 2.98 0.343
H -8.45 7.80 -3.07 0.343
H 5.94 2.37 0.36 0.274
H -1.38 -0.33 0.12 0.188
H 3.69 3.73 0.88 0.176
H 9.05 0.66 0.00 0.380
H 1.87 4.94 -0.46 -0.034
H 9.11 -3.64 2.73 0.302
H 6.01 0.76 -0.79 0.158
H -7.19 5.71 -2.53 0.386
H -11.93 1.00 0.91 0.359
H 6.19 -5.10 -0.54 0.402
H 0.69 3.88 1.04 0.559
H 9.89 -7.69 -4.65 0.340
H -1.04 3.18 0.77 -0.117
H -3.34 2.21 5.17 0.278
H -2.16 1.12 1.78 0.097
H 6.66 -8.92 -0.15 0.275
```

Values from the calculation:
* lowest unoccupied orbital energy: -0.1561 Ha
* charge: -1
* energy: -4904.44261 Ha
* frontier orbital gap: 1.691 eV
* HOMO level: -5.940 eV

---

(2)
The following is a quantum chemistry calculation of C4H12NO2 as an isolated structure at a distorted geometry, from the OMol25 dataset.

XYZ file:
```
19
Properties=species:S:1:pos:R:3:mulliken_charge:R:1
O 0.34 1.33 2.13 -0.763
O -1.79 2.27 1.46 -0.818
N 0.23 -1.52 -1.62 -0.476
C 0.82 -0.75 -2.73 -0.748
C 0.16 -0.16 2.21 -0.623
C 0.26 -0.53 -0.39 0.581
C -0.53 -0.77 0.86 -0.605
H -1.53 -0.33 0.74 0.274
H 0.39 0.17 -3.14 0.262
H -0.66 -1.86 1.00 0.343
H -0.78 1.84 1.75 0.384
H 0.01 1.44 -1.23 0.155
H -0.36 -0.55 3.12 0.251
H 0.08 0.40 -0.89 -0.643
H -1.91 1.93 0.60 0.196
H 1.89 -0.51 -2.48 0.266
H 0.83 -1.46 -3.55 0.328
H 1.34 -0.45 -0.10 0.287
H 1.21 -0.49 2.27 0.350
```

Values from the calculation:
* lowest unoccupied orbital energy: 0.0594 Ha
* charge: -1
* energy: -364.59659 Ha
* energy relative to the best compared isomer or geometry (same formula, charge and spin): 679.8 kJ/mol
* frontier orbital gap: 5.393 eV
* HOMO level: -3.777 eV

---

(3)
The following is a quantum chemistry calculation of a 10-piece molecular cluster, C56H140ClN9O overall at a distorted geometry, from the OMol25 dataset.

XYZ file:
```
207
Properties=species:S:1:pos:R:3:mulliken_charge:R:1
Cl -11.29 -1.17 24.57 -1.143
O -8.20 1.57 27.62 -0.471
N -11.51 5.03 23.64 0.183
N -8.75 -2.89 20.82 0.490
N -9.68 -5.25 25.56 0.242
N -17.43 1.07 25.17 0.436
N -6.46 1.31 23.31 0.852
N -18.45 -1.21 29.31 0.235
N -15.19 -4.47 26.36 0.761
N -14.35 -0.33 18.85 0.108
N -10.91 0.75 28.18 0.985
C -10.62 -4.56 24.73 3.563
C -12.67 2.73 23.17 -0.777
C -11.97 3.73 24.19 0.692
C -8.64 -3.10 26.37 -0.377
C -9.84 -0.27 27.67 0.024
C -16.04 1.28 24.88 -1.184
C -9.05 5.00 23.59 -1.062
C -18.21 1.99 24.36 -0.383
C -15.74 -3.66 25.27 0.457
C -11.30 -5.36 23.69 -1.700
C -13.73 -4.46 28.31 -1.903
C -8.47 -3.84 18.55 -1.322
C -8.45 -4.49 25.79 -1.166
C -16.52 -6.41 25.54 -1.591
C -17.58 -1.26 31.66 -1.039
C -6.36 2.25 22.18 -0.386
C -10.49 -0.97 21.08 0.891
C -15.14 -5.85 25.86 0.122
C -10.28 -5.67 26.83 0.280
C -16.45 -2.21 28.30 -0.118
C -17.89 -0.30 24.91 -0.086
C -15.19 0.00 21.19 -0.979
C -12.76 -1.02 27.97 0.907
C -13.34 -0.73 16.62 -1.606
C -10.38 1.64 29.30 -1.337
C -13.14 -0.13 17.99 0.678
C -19.67 0.58 28.13 -1.323
C -11.33 -6.77 26.71 -1.414
C -7.68 0.55 23.27 0.314
C -10.32 4.87 22.79 -0.037
C -12.68 2.37 27.54 -1.427
C -15.56 0.32 18.40 -0.829
C -15.00 -3.61 23.96 -0.771
C -15.43 1.84 18.29 -0.845
C -17.16 -0.99 28.72 0.432
C -12.02 -0.06 28.88 -2.228
C -12.60 5.65 22.87 -0.423
C -4.97 -0.27 24.59 -1.119
C -7.30 2.30 26.84 -0.382
C -9.40 -3.55 19.67 0.085
C -8.94 1.37 23.39 -0.479
C -5.28 0.44 23.32 -0.299
C -7.96 -3.77 21.61 0.009
C -18.35 -1.93 30.55 -0.735
C -15.01 0.45 25.61 1.024
C -14.02 0.02 20.21 -0.678
C -8.67 0.41 26.95 -0.998
C -5.46 3.43 22.44 -1.399
C -19.25 -0.06 29.44 -0.387
C -6.84 -3.11 22.41 -1.314
C -19.71 1.84 24.48 -1.342
C -17.72 -0.89 23.51 -0.620
C -11.50 1.55 27.00 -0.036
C -12.31 7.11 22.67 -1.301
C -13.89 -4.00 26.89 1.339
C -9.80 -2.26 21.64 0.735
H -12.85 -3.96 28.75 0.308
H -13.04 -4.30 26.27 -0.661
H -13.91 -1.63 16.68 0.382
H -7.63 -0.21 24.08 -0.910
H -12.05 -1.78 27.62 -0.273
H -20.08 2.79 24.08 0.491
H -12.09 2.56 22.27 0.353
H -13.14 7.73 22.26 0.405
H -15.70 -1.93 27.56 -0.842
H -12.74 5.14 21.91 0.229
H -6.80 2.96 27.54 0.387
H -9.15 4.43 24.51 -0.016
H -13.53 1.00 20.41 0.262
H -17.86 1.94 23.31 0.238
H -16.05 -2.75 29.13 0.609
H -15.83 -2.65 25.64 -1.658
H -17.32 -0.42 27.79 -0.632
H -9.26 1.73 22.43 1.198
H -6.14 -3.78 22.88 0.586
H -13.63 3.14 22.82 0.586
H -7.71 2.87 25.99 0.038
H -10.33 -0.92 26.95 -0.711
H -17.53 -1.86 32.56 0.435
H -13.49 5.59 23.47 0.379
H -14.62 -4.21 28.92 0.360
H -14.44 -5.94 24.98 -0.113
H -11.71 -4.65 22.96 0.154
H -7.66 -4.54 18.77 0.356
H -18.90 -0.32 25.24 0.906
H -17.37 -1.01 25.56 -0.811
H -13.48 -1.55 28.60 1.168
H -13.21 -0.48 27.17 -0.464
H -16.53 -1.00 31.42 0.193
H -10.76 2.23 26.68 1.182
H -17.10 -6.45 26.47 0.284
H -14.76 2.15 17.51 0.341
H -18.20 -0.32 22.72 0.394
H -12.29 -6.37 26.37 0.036
H -6.61 1.55 26.41 0.097
H -8.96 0.52 25.92 -0.148
H -8.86 -4.31 17.63 0.400
H -13.95 -3.40 24.16 -0.017
H -10.15 -2.86 19.28 0.018
H -15.12 -4.49 23.33 0.402
H -16.44 2.22 18.19 0.374
H -15.91 0.80 21.01 0.252
H -5.89 4.06 23.26 0.210
H -7.96 -2.92 18.23 0.306
H -15.84 1.22 23.83 0.172
H -17.06 -5.83 24.84 0.332
H -9.24 -2.49 25.67 -0.153
H -4.39 0.99 23.01 0.448
H -12.32 -0.56 18.57 -0.488
H -15.86 2.33 25.14 0.475
H -12.37 -0.91 16.15 0.482
H -15.18 0.58 26.68 0.061
H -4.19 -1.02 24.42 0.412
H -8.54 -4.47 22.26 -0.248
H -13.91 -2.90 26.87 -0.152
H -5.86 -0.76 25.00 -0.009
H -9.26 -1.94 22.54 -0.546
H -12.39 2.97 28.44 0.392
H -10.71 -4.84 27.45 -0.219
H -10.93 -1.17 20.10 -0.563
H -6.05 1.75 21.23 0.327
H -9.49 -0.89 28.48 0.617
H -16.67 -1.04 23.24 -0.659
H -16.76 -3.95 25.14 0.981
H -12.68 0.59 29.40 0.483
H -18.22 -1.85 23.56 0.557
H -18.05 -0.36 32.01 0.323
H -11.34 -3.95 25.30 -1.352
H -12.82 0.91 17.90 0.328
H -14.80 0.04 22.21 0.114
H -11.55 -0.69 29.62 0.586
H -7.67 -2.62 26.51 0.524
H -13.32 -0.75 20.51 0.286
H -20.40 1.35 28.24 0.521
H -7.74 -5.08 26.40 0.534
H -11.71 0.83 26.21 -0.387
H -9.13 -3.11 27.34 0.403
H -10.93 -7.50 26.00 0.430
H -18.75 0.78 30.01 0.234
H -4.42 3.24 22.72 0.373
H -9.51 -6.09 27.49 0.562
H -12.81 1.75 23.62 0.145
H -4.61 0.47 25.34 0.322
H -8.82 2.18 24.07 -0.268
H -5.41 -0.37 22.55 0.186
H -7.85 -0.25 26.81 1.134
H -16.54 -0.39 29.41 0.055
H -14.68 -6.44 26.66 0.529
H -7.45 -4.46 20.91 0.562
H -20.16 -0.10 27.43 0.283
H -10.09 -3.76 24.13 -1.659
H -9.71 0.78 23.82 -0.754
H -12.98 3.15 26.83 -0.018
H -9.98 -4.44 20.05 0.205
H -9.89 0.95 29.98 0.361
H -10.57 -2.94 22.02 -0.553
H -13.84 -0.05 15.92 0.293
H -13.57 -5.53 28.39 0.420
H -12.08 -6.02 24.02 0.456
H -10.34 5.68 22.09 0.521
H -8.87 6.02 23.93 0.431
H -8.16 4.63 23.06 0.127
H -10.60 -6.02 23.16 0.366
H -11.25 -0.62 21.77 -0.025
H -9.71 2.35 28.85 0.395
H -19.37 -2.17 30.89 0.529
H -20.11 1.01 23.94 0.289
H -5.48 4.06 21.56 0.458
H -15.81 -0.13 17.43 0.468
H -17.18 -2.84 27.78 0.083
H -11.15 3.22 24.69 -1.198
H -10.31 3.91 22.22 -0.083
H -20.01 1.82 25.53 0.185
H -12.01 7.55 23.63 0.320
H -7.87 -4.36 24.88 0.073
H -6.26 -2.52 21.70 0.447
H -15.05 -0.59 25.41 -0.544
H -12.74 4.01 24.95 0.118
H -7.80 -0.01 22.28 0.355
H -7.24 -2.49 23.21 -0.048
H -17.99 2.98 24.75 0.508
H -13.48 1.67 27.70 0.354
H -20.14 -0.30 30.05 0.492
H -7.36 2.58 21.95 0.330
H -15.74 -0.91 21.07 0.497
H -17.95 -2.92 30.39 0.327
H -11.22 2.07 29.82 0.571
H -15.47 -2.80 23.39 -0.019
H -16.41 0.15 19.00 0.448
H -11.51 -7.31 27.64 0.404
H -14.05 0.86 25.40 0.098
H -16.38 -7.44 25.23 0.500
H -15.04 2.16 19.27 0.089
H -18.80 1.06 27.63 0.201
H -11.47 7.25 22.02 0.364
H -9.74 -0.17 20.96 -0.203
```

Values from the calculation:
* lowest unoccupied orbital energy: 0.0045 Ha
* charge: 0
* energy: -3245.68850 Ha
* frontier orbital gap: 7.957 eV
* HOMO level: -7.834 eV

---

(4)
The following is a quantum chemistry calculation of the molecule C21H23N3O6S, from the OMol25 dataset.

XYZ file:
```
54
Properties=species:S:1:pos:R:3:mulliken_charge:R:1
S -1.85 3.91 2.30 -0.301
O -2.59 -0.59 2.64 -0.703
O -1.02 -4.07 -3.02 -0.631
O 0.42 -2.47 -3.65 -0.319
O 0.22 -0.58 2.60 -0.539
O -2.83 2.65 -0.54 -0.580
O 2.97 3.25 2.69 -0.708
N -2.68 0.79 0.81 0.405
N 0.72 3.39 2.49 -0.080
N -0.66 1.53 2.46 -0.084
C -1.17 0.28 -1.03 -0.030
C 1.00 -3.35 -4.61 -0.263
C -0.66 -0.62 -1.94 -1.207
C 0.45 0.73 2.56 0.696
C -2.90 2.13 0.53 0.116
C 0.20 -3.35 -5.91 -1.125
C 3.67 0.53 0.31 -0.595
C -0.59 -2.94 -2.92 0.463
C -2.85 0.47 2.15 0.382
C 1.93 2.65 2.61 0.452
C 2.48 1.00 -0.53 -0.646
C -3.25 2.80 1.85 0.126
C 1.72 1.23 2.63 0.138
C -2.63 -1.44 -0.16 -0.327
C -3.48 1.67 2.83 -1.054
C -1.12 -1.94 -1.96 0.520
C -2.11 -2.34 -1.06 -1.044
C 2.92 0.33 2.76 -1.482
C -0.48 2.81 2.42 0.277
C -2.16 -0.13 -0.14 0.658
C 3.27 -0.40 1.46 -0.664
H 0.82 4.40 2.47 0.271
H 2.83 1.61 -1.36 0.475
H 0.69 -3.98 -6.64 0.392
H 4.19 1.39 0.71 0.328
H 2.42 -1.02 1.15 0.410
H 2.71 -0.41 3.53 0.435
H 1.04 -4.36 -4.19 0.326
H -0.80 -3.75 -5.73 0.316
H 0.10 -0.32 -2.64 0.448
H 4.36 0.00 -0.35 0.385
H -3.39 -1.74 0.54 0.442
H -4.54 1.47 2.97 0.347
H 0.11 -2.34 -6.30 0.299
H -2.45 -3.36 -1.09 0.475
H 1.94 0.14 -0.92 0.052
H 3.76 0.95 3.06 0.398
H 2.01 -2.97 -4.78 0.313
H -3.03 1.83 3.81 0.346
H 1.80 1.59 0.07 0.014
H -0.81 1.29 -1.01 0.493
H -0.73 -0.77 2.63 0.302
H -4.08 3.49 1.74 0.559
H 4.10 -1.07 1.68 0.325
```

Values from the calculation:
* lowest unoccupied orbital energy: 0.0026 Ha
* charge: 0
* energy: -1828.04236 Ha
* energy relative to the best compared isomer or geometry (same formula, charge and spin): 0.0 kJ/mol
* frontier orbital gap: 8.592 eV
* HOMO level: -8.523 eV
* structure (SMILES): CCCCc1c(O)nc(S[C@@H]2CC(=O)N(c3ccc(C(=O)OCC)cc3)C2=O)[nH]c1=O